# 1
8
Properties=species:S:1:pos:R:3 method="wB97M-V/def2-TZVPD" smiles="O=C1C=NN=C1" e_above_lowest_kcal_mol=44.50 homo_ev=-10.81
O -1.95533 -0.08123 0.18921
N 1.34454 0.73211 0.19793
N 1.39094 -0.79225 0.07251
C -0.79817 0.05535 -0.10364
C 0.16124 -1.06199 -0.07291
C 0.15594 1.12510 -0.06840
H -0.10257 -2.18720 -0.00069
H -0.19659 2.21011 -0.21402

***

# 2
18
Properties=species:S:1:pos:R:3 method="wB97M-V/def2-TZVPD" e_above_lowest_kcal_mol=126.31 homo_ev=-8.50
S 3.01664 -0.78062 -0.16790
S -1.72888 -2.11832 -0.05768
N -2.27488 0.49665 -0.82261
N -1.06500 -0.87190 0.81296
C -0.54205 1.68442 0.51139
C 0.40150 -0.99600 0.86216
C 1.21483 -0.59619 -0.63717
C -1.31854 0.45875 0.11600
H 0.92140 -1.51171 -1.10643
H 0.79860 -0.40664 1.78004
H -0.68990 2.69137 -0.19989
H -2.21356 1.65493 -1.40971
H -0.45488 1.66527 1.57065
H 3.60668 0.63036 -0.15109
H -1.88502 -1.58751 -1.30301
H 0.72897 1.58270 0.38864
H 0.92237 0.22920 -1.21526
H 0.56170 -2.22477 1.02890

***

# 3
93
Properties=species:S:1:pos:R:3 method="wB97M-V/def2-TZVPD" charge=-2 homo_ev=1.42
Ag 0.89085 -0.54191 -0.77989
Si 4.17867 2.42923 0.21029
N 0.78218 -4.58395 -2.96930
N 2.72668 -1.75113 -1.56330
N 0.04671 -2.53221 -1.87705
N -2.20823 0.56356 0.83545
N -0.80982 -6.13417 -3.59974
N -1.54260 -4.16484 -2.60048
N 0.88182 -1.36259 1.64512
N -2.20845 -2.14019 -1.74296
N -0.21058 1.57216 1.85361
C -4.52704 2.37937 -1.39636
C -3.35597 1.89501 -0.82588
C 2.69654 2.04928 -0.72495
C 4.00659 -1.39461 -1.48650
C -5.76580 1.95080 -0.94928
C -4.68941 0.50830 0.68008
C -3.43678 0.97326 0.23172
C -0.46581 -4.88745 -3.02914
C -5.83271 1.01214 0.06366
C 5.08022 -2.12346 -1.95525
C 4.78688 -3.37531 -2.59316
C 0.18833 -0.76076 2.77200
C 0.31283 0.75467 2.92829
C 5.26054 1.22907 1.27689
C -1.16050 -2.98092 -2.08118
C 2.33170 -1.28482 1.80303
C -4.24923 -0.37636 3.08386
C -4.51484 -1.96499 1.14439
C -1.85355 1.98460 -2.84487
C -1.65410 1.54708 1.76189
C 1.10540 -3.36617 -2.33090
C -2.02473 2.37283 -1.37141
C 0.27338 2.93981 1.98194
C 3.50484 -3.78941 -2.70879
C -4.89588 -0.59041 1.71058
C 2.40750 -2.97652 -2.19720
C 0.46677 -2.74714 1.46741
C -1.83176 3.88073 -1.18881
C 3.91564 3.79844 1.54667
C 5.48030 3.15892 -0.97904
H -0.06005 3.41168 2.92683
H 1.36931 0.99984 3.04841
H 5.59686 -3.98681 -2.98385
H 0.71020 -3.36605 2.34989
H -2.49801 4.44187 -1.85217
H -0.79685 4.14326 -1.41407
H -4.69714 -1.06273 3.80660
H -1.93829 0.90535 -2.97816
H 1.90692 1.43066 -0.26032
H 1.35646 2.94870 1.93865
H -0.18992 1.02217 3.87953
H -1.98019 2.51573 1.38526
H -6.67251 2.34318 -1.39402
H -2.26470 -0.36648 1.22311
H -0.61120 -2.79546 1.29453
H 2.65812 -1.74961 2.75149
H -4.41049 0.64219 3.43973
H -4.46873 3.08458 -2.21623
H -0.07201 3.53086 1.13698
H 4.74586 0.95138 2.20443
H -3.10385 -2.57213 -1.60799
H -0.87126 -1.03637 2.72303
H 5.47852 0.30045 0.74115
H -2.09292 1.43824 2.77225
H 3.26916 4.59851 1.17487
H -6.80200 0.66127 0.40424
H -1.69166 -6.06923 -4.08863
H -0.86107 2.28657 -3.18318
H 2.66562 -0.24863 1.77210
H 3.24828 -4.72548 -3.18520
H -0.05958 -6.44777 -4.19886
H 4.87140 4.24462 1.84431
H 4.18086 -0.43668 -1.00245
H -4.76111 -2.75424 1.85895
H -5.06013 -2.15842 0.21999
H 5.92565 2.35774 -1.57735
H -5.97456 -0.61576 1.89426
H -1.22544 1.87724 -0.81631
H 2.92169 1.65184 -1.72021
H 6.21496 1.68743 1.55757
H 6.29099 3.67647 -0.45613
H 6.09128 -1.74864 -1.85519
H 0.57606 -1.20359 3.70993
H 3.45880 3.39569 2.45894
H -2.60385 2.47759 -3.47053
H -1.96472 -1.34975 -1.17174
H -2.04208 4.19293 -0.16286
H -3.44884 -2.02832 0.91928
H 5.01132 3.86476 -1.66965
H -3.17746 -0.57273 3.07541
H 2.80681 -1.79556 0.96510
H 0.95889 -3.16229 0.58685

***

# 4
57
Properties=species:S:1:pos:R:3 method="wB97M-V/def2-TZVPD" charge=-1 homo_ev=-3.22
I 7.07089 -4.33548 1.85799
Br 0.07156 -2.08148 2.10106
Br -1.08753 1.25736 1.12639
Ca 0.20193 -4.82185 2.40786
Cl 3.42851 -1.73552 -0.63101
Cl -2.96969 6.01123 -1.85215
Cl 2.21391 -4.09183 -1.78923
Cl 5.07440 -3.98614 -1.44535
Cl -3.45020 9.20722 -2.90614
Cl 0.03141 0.92319 -2.79328
Cl 3.80669 -2.33298 -3.43969
S -2.39961 -2.81025 5.40705
S 4.24213 -5.28761 3.74146
S 6.68199 -7.19745 -0.64843
P 5.66167 -3.71048 3.72858
F -2.20761 1.24027 -3.81866
O -1.03285 -3.45606 5.16367
O 7.22575 -5.90976 -1.15073
O -3.40196 -3.88270 5.51918
O -4.44772 1.35631 -1.26043
O -6.06907 2.62292 -2.14248
O -4.17126 2.23368 -3.29041
O 7.32206 -7.53725 0.64584
O 6.95629 -8.27816 -1.61699
O -2.68155 -1.93202 4.24327
O -6.71449 5.29835 -0.63631
O -2.28265 -2.03931 6.65060
O 5.21737 -7.06245 -0.44041
C -2.86482 1.80231 -2.85099
C 0.27117 0.12088 0.28924
C 3.65270 -3.04220 -1.83361
C -2.02018 8.57502 -2.05341
C -1.70859 7.15900 -2.44980
C -3.20284 0.80745 -1.77301
C -0.13723 -1.31079 0.29739
C 3.72466 -2.16725 2.39669
C 4.82834 -2.21259 3.19093
C -4.99304 2.11115 -2.22961
Li -2.62793 3.54515 -0.76629
H -6.46598 6.00686 -1.28763
H 0.35301 0.47929 -0.75603
H -1.63942 7.04500 -3.52695
H 4.33847 -5.74903 4.99390
H -2.19966 8.66186 -0.98554
H -2.28174 2.67234 -2.49939
H -7.69708 5.25010 -0.50734
H -0.76238 6.84979 -2.01237
H 1.19920 0.30847 0.82115
H 3.76009 -1.91495 1.33226
H 5.26272 -1.28549 3.54479
H -2.44805 0.75004 -0.99601
H -6.34489 4.41097 -0.90940
H 0.51082 -1.89153 -0.35571
H 2.73616 -2.36011 2.79422
H -1.18124 9.21597 -2.31461
H -3.37424 -0.18984 -2.17127
H -1.17162 -1.46840 0.01310

***

# 5
69
Properties=species:S:1:pos:R:3 method="wB97M-V/def2-TZVPD" charge=+1 homo_ev=-10.28
Br -3.89167 0.76560 1.48310
P -2.02539 1.04799 2.80615
O -3.09473 5.30109 -3.52122
O 0.52274 -1.84359 -4.03654
O -2.09050 2.71210 3.33500
O -3.78862 3.19929 -4.09998
O -0.43373 -3.58983 0.04939
O 3.85609 -1.06414 -2.77589
O 2.05368 -4.64174 3.95427
O -2.20204 -0.21726 -3.30550
O -3.61165 4.78609 -5.68902
N 1.58417 -1.00040 -1.87840
N 0.55745 -0.10816 -1.61769
N -1.11423 0.62424 0.29649
N -1.89142 -2.20445 1.67839
N 0.38219 -1.20453 0.73913
C -1.54746 0.87902 -2.91381
C 1.71310 -2.18216 3.58716
C -3.46591 4.49949 -4.36227
C 3.34088 1.19778 -1.70817
C 1.18737 2.68271 2.87935
C -3.83360 3.55672 -6.35349
C -0.48867 0.92073 1.67541
C 1.06684 -3.54950 4.22155
C 0.05920 0.98020 -2.56604
C 0.56549 -1.00301 3.46087
C 0.41085 2.28508 1.45649
C 2.90843 -0.32143 -2.14587
C 2.92964 -4.62389 5.13664
C 0.58041 -0.33227 1.96315
C 0.97126 4.03633 3.45992
C -0.01885 -0.19883 -0.34418
C 1.22618 -2.03525 -2.91882
C 1.82566 -3.57260 -2.66952
C -4.37865 2.67695 -5.27556
B -0.63731 -2.32766 0.82953
H -1.29202 1.53886 -0.18557
H 1.24051 2.14496 0.63717
H 0.00976 -3.81774 3.79607
H 2.41261 1.77532 -1.22919
H 2.63952 -1.79449 4.22593
H 0.96879 -3.38392 5.38519
H -2.25700 3.27894 2.51051
H -0.31556 3.18436 1.21832
H 3.84259 -5.35257 4.96709
H -5.46764 2.74983 -5.18690
H 0.12264 4.13778 4.27887
H 1.74591 -3.78193 -1.51209
H -2.73330 -2.04109 1.07106
H 0.88123 -0.16033 4.24376
H -4.10263 1.62810 -5.41475
H 0.41447 2.03498 -2.19966
H 2.09355 -2.40471 2.49427
H -0.80709 -4.36907 0.56957
H 1.58977 4.97877 3.07589
H -2.02545 -3.06204 2.26137
H 1.89201 1.85569 3.33583
H 2.30642 -4.98606 6.08470
H 2.96666 -3.63154 -2.98891
H 3.37485 -3.56032 5.35991
H 0.62449 0.77686 -3.59770
H 1.23542 -4.36952 -3.32544
H -2.88008 3.19132 -6.74920
H -4.53639 3.68456 -7.18137
H 4.24861 1.22520 -0.93608
H -2.19032 1.88017 -2.84523
H -0.51102 -1.36147 3.81523
H 3.58560 1.80093 -2.70569
H 1.69593 0.07945 1.89703

***

# 6
119
Properties=species:S:1:pos:R:3 method="wB97M-V/def2-TZVPD" charge=+1 homo_ev=-10.99
Br 1.75961 -0.87301 0.66250
Cl 0.27177 -5.99494 2.16166
Cl 2.14060 -3.76182 -0.96163
P -3.89702 -4.46381 -0.98406
P 4.87266 2.91357 -6.45644
P -0.93862 -5.66416 -1.32635
P 0.82794 4.59621 1.49817
O -5.03514 -3.35692 -1.31536
O 2.19888 3.76776 1.43048
O -1.00196 -5.13060 -2.86587
O -2.08390 -6.79876 -1.14596
O 4.81960 2.76649 -8.04931
O 4.48174 4.49526 -6.48183
O 0.91784 5.12019 3.03724
O -1.33191 -2.06212 4.08306
O 6.46284 3.04808 -6.30262
O 1.36690 5.96603 0.88102
O -0.30685 3.64721 1.52256
O -4.00103 -2.12257 0.97305
O 4.29576 2.43167 -5.18622
N -2.58471 -3.64919 0.00953
N -2.01308 -0.83275 2.25466
C 0.16819 7.86139 1.92261
C -2.77009 -2.59610 0.81592
C 0.46090 7.07968 0.65671
C -6.98617 -2.08762 2.80241
C 2.49948 3.00522 0.25455
C -4.68729 -5.67678 0.13360
C 4.12716 5.63627 -4.37028
C 3.55377 2.54580 -8.72168
C 0.07494 3.68465 4.80616
C 1.05964 -4.31802 0.26005
C -4.44371 -4.98879 3.47045
C -4.55168 -2.22496 2.32196
C -1.39214 0.43987 1.76912
C 7.26635 1.87406 -6.12507
C -2.43475 -0.01265 4.56044
C 2.75089 3.82104 -8.89402
C 1.88759 -2.11605 4.27294
C 2.68067 -6.13757 0.86716
C -5.77129 -4.18224 3.47473
C 7.45046 1.10031 -7.41727
C 1.61977 -2.75498 2.89409
C -0.26282 -3.64364 0.47525
C 0.73848 -1.83750 2.03204
C 2.96770 3.86540 -0.90272
C -0.41355 -2.50620 1.32474
C -0.15443 4.91762 3.95440
C 3.49353 5.02640 -5.60334
C -6.04817 -3.69941 4.90910
C -1.69819 -1.98834 1.46711
C 1.39206 -5.38612 0.98273
C -1.33908 -4.18915 -0.18171
C -1.85754 -1.06365 3.63232
C -5.83580 -3.04868 2.40983
H 2.25642 -2.89011 4.94387
H -1.63625 0.27456 5.24337
H 3.51207 -5.43846 0.80694
H 1.62014 2.41623 -0.02449
H 4.65871 6.55368 -4.62676
H 2.95390 5.79689 -6.15873
H 0.96001 7.72297 -0.06495
H 2.59275 -2.93899 2.44336
H 2.79138 -6.78752 1.73196
H 2.66336 -1.35191 4.19426
H -0.46077 6.72138 0.19445
H -2.12835 1.17563 1.45693
H 2.97642 1.78800 -8.18822
H -3.67135 -4.57985 2.81386
H 1.98915 3.68194 -9.66173
H 4.85697 4.96586 -3.91683
H -0.57377 7.35517 2.53983
H -3.79658 -2.56241 3.03184
H 3.39595 4.65181 -9.17418
H 7.79613 1.75896 -8.21330
H -0.23361 8.84285 1.67044
H 2.16165 4.50025 -1.27571
H -5.51916 -2.77869 5.16405
H 3.80677 2.13708 -9.69802
H -4.62587 -6.01129 3.13922
H -4.77632 -1.19980 2.61508
H 0.98365 -1.65631 4.66582
H 3.31564 3.24237 -1.72795
H 3.36569 5.87590 -3.62546
H -6.67016 -1.41788 3.60328
H -3.23997 -0.47898 5.12481
H 1.06918 7.98494 2.52083
H -5.62336 -5.30220 0.55092
H -6.14678 -3.44217 1.44129
H -1.10835 4.85898 3.42958
H 8.17634 0.29801 -7.28104
H -4.92006 -6.54670 -0.48189
H -0.78217 0.20635 0.89844
H -5.89132 -3.67569 -0.99814
H -0.18128 -4.63403 -3.00058
H -5.72729 -4.48096 5.59708
H 1.08582 -3.68186 3.08890
H 6.51123 0.65349 -7.74801
H -7.28598 -1.48418 1.94574
H -6.56375 -4.88962 3.21740
H -3.98732 -6.00336 0.89854
H 0.35114 2.82630 4.19214
H -7.10962 -3.55208 5.10380
H 8.23202 2.22052 -5.76082
H -2.67587 -6.86056 -1.91289
H 0.89176 3.85151 5.50912
H 6.82475 1.23989 -5.35127
H -2.78171 0.83855 3.97957
H 3.28979 2.31084 0.53768
H 3.77938 4.52153 -0.58965
H -0.19612 5.80223 4.59292
H 2.66100 -6.78442 -0.01302
H -7.84126 -2.63443 3.19732
H -4.00561 -5.03835 4.46583
H -0.69859 0.83836 2.50818
H 2.76459 4.26179 -5.33204
H 2.23786 4.09503 -7.97245
H -0.82336 3.43643 5.37482
H 0.38361 -1.04453 2.67213

***

# 7
15
Properties=species:S:1:pos:R:3 method="wB97M-V/def2-TZVPD" e_above_lowest_kcal_mol=112.95 homo_ev="-6.70 / -6.96"
S 2.60328 -0.54368 -1.71458
O -0.07565 -1.02994 -0.88652
N 1.95512 0.86547 -1.18425
C -0.37090 0.57853 0.77057
C -1.65559 -0.17642 1.33546
C -0.23631 0.18969 -0.61903
H 2.28495 -0.33342 -3.07884
H 0.59180 0.11171 1.26643
H 1.91393 0.86578 -0.16886
H -0.82558 0.67929 -1.39642
H -0.53565 1.56916 1.11737
H 0.04635 -1.65324 -0.06825
H -2.46732 0.35131 1.07660
H -1.78303 -1.15758 1.06388
H -1.44539 -0.31666 2.48642

***

# 8
77
Properties=species:S:1:pos:R:3 method="wB97M-V/def2-TZVPD" homo_ev=-9.87
Br -3.54266 2.99912 0.60990
Br -0.36623 5.07816 -0.02864
S -1.88531 -3.29904 -1.20490
F -3.53819 3.63751 -2.01634
F -3.07951 5.29788 -0.65838
F -1.07110 2.49291 -0.60081
O 0.69126 1.18031 5.58564
O -6.79991 -0.68992 0.59198
O 2.72265 0.26523 5.20394
O -8.18111 -0.88206 2.23972
O 5.34486 -5.22231 -2.72777
O 6.46073 -3.28073 -3.05539
O 1.04402 0.21798 3.68686
O 2.98604 -1.16285 -0.38058
O 6.48355 -4.98120 -4.54491
O -6.97895 1.02650 2.05102
O -0.21107 1.26563 -3.74812
N 0.80250 -2.66151 -1.30190
C -1.29259 3.73037 -1.10114
C -0.95303 3.81309 -2.57940
C 3.15543 1.60529 -0.40894
C 2.39787 3.62676 -1.33238
C 1.38436 1.58312 -2.01333
C -8.83443 -0.35374 3.40248
C 0.54722 3.81001 -2.95750
C 0.18294 -0.64268 -2.51190
C 0.41001 0.79771 -2.81681
C -7.28835 -0.07274 1.66941
C 1.87852 -0.52464 2.78558
C 6.12968 -4.38523 -3.40210
C -9.93787 0.61254 3.02683
C 1.92643 -1.99016 3.15975
C -0.35882 -2.96945 -1.17416
C 7.27278 -4.16419 -5.41004
C 1.46424 2.96143 -2.08508
C 2.25314 0.91733 -1.14793
C 3.66869 -3.78612 -1.68458
C 3.24862 2.96442 -0.48906
C 1.12814 1.51427 6.90384
C -5.87973 0.10064 -0.16312
C -2.86635 4.01452 -0.93516
C 1.60036 0.52899 4.85635
C 2.15705 -0.56655 -1.02010
C 4.83807 -4.72359 -1.47857
C 0.98573 -1.27008 -1.67028
H -9.25456 -1.21235 3.92382
H 0.62674 3.40817 -3.96781
H 1.21449 0.61322 7.50981
H 0.36852 2.16077 7.33480
H 0.93194 4.82934 -2.98276
H 3.22539 -3.48967 -0.74010
H -9.53257 1.49824 2.53830
H -0.64815 -1.12594 -3.00710
H 2.90471 -4.27195 -2.29441
H 2.07678 2.04643 6.88104
H 3.81260 1.08965 0.28104
H 8.13626 -3.75743 -4.88788
H -10.48677 0.92926 3.91378
H 5.63664 -4.24784 -0.90922
H -1.35946 4.77256 -2.91616
H 2.87693 -0.08953 2.74221
H 1.43037 -0.41299 1.79987
H 2.40810 -2.13148 4.12708
H -5.44008 -0.54672 -0.91771
H 3.94671 3.53736 0.10470
H 2.48158 -2.55570 2.41094
H -10.63279 0.14454 2.32811
H -1.51460 3.04763 -3.10875
H -5.08617 0.49371 0.46701
H 0.91664 -2.39677 3.23710
H -6.40565 0.91479 -0.66057
H 6.66608 -3.35857 -5.82194
H 4.51595 -5.59922 -0.91710
H -8.10632 0.10899 4.06845
H 2.46008 4.70425 -1.40294
H 3.97566 -2.88406 -2.21338
H 7.61581 -4.80081 -6.22119